# 1
17
Properties=species:S:1:pos:R:3:forces:R:3:nbo_charge:R:1 method="wB97M-V/def2-TZVPD" total_charge=+1 lumo_energy_ev=-6.73 orbital_gap_ha=0.3174
O 3.0440 1.0603 1.3936 4.388 -1.884 -2.423 -0.344
O 2.4096 2.6016 2.7193 1.268 3.393 2.108 -0.258
O 0.1950 2.0342 3.9543 -0.392 0.761 0.477 -0.264
O -0.1229 -0.0629 3.5554 -0.859 -1.403 0.858 -0.325
N -0.5876 1.4062 -0.0430 -0.864 0.962 -0.735 -0.441
N 0.7900 0.0167 1.0984 -0.767 -0.672 -1.431 -0.534
N 0.2262 1.0445 3.3131 1.263 -0.285 -1.940 0.542
N 2.3088 1.6873 2.0306 -4.430 -1.818 -0.137 0.561
C -0.3713 -0.8137 -0.9497 -2.600 3.440 -4.340 -0.715
C -0.0230 0.1438 0.0319 0.748 1.298 1.790 0.622
C 0.9055 1.1145 1.8856 -3.008 5.350 0.062 0.150
C -0.2106 2.2344 0.8145 3.288 -6.978 1.390 0.343
H -0.1151 -0.3255 -2.0783 -0.269 -0.987 2.968 0.340
H 0.1633 -1.6719 -0.8547 0.721 -2.958 0.143 0.262
H 1.4910 -0.6804 1.2710 -0.028 -1.026 -0.400 0.478
H -1.5546 -0.7455 -1.1411 2.480 -0.786 0.876 0.347
H -0.4530 3.1817 1.0232 -0.940 3.592 0.736 0.235

=====

# 2
14
Properties=species:S:1:pos:R:3:forces:R:3:nbo_charge:R:1 method="wB97M-V/def2-TZVPD" lumo_energy_ev=-0.56 orbital_gap_ha=0.3106
N 1.7545 -0.5595 -2.4497 0.412 -0.108 0.393 -0.118
N 2.8637 -0.8076 -1.7674 -1.400 0.522 -0.832 -0.064
N 0.4130 -0.3293 0.7170 2.297 0.285 -0.002 -0.573
N 0.8355 -0.3182 -1.5254 -3.993 1.215 1.444 -0.219
N 2.6496 -0.7089 -0.4774 -0.944 0.207 2.851 -0.335
C 1.3326 -0.3799 -0.2894 2.405 -1.723 -4.186 0.375
C -0.7729 0.2002 0.3032 -1.499 -0.414 0.267 0.132
C -1.6225 0.6713 1.4454 -3.218 -1.628 -2.636 -0.615
C -1.0799 0.2153 -0.9893 4.383 -0.916 -0.352 0.033
H -2.6574 1.0660 1.2597 1.274 -0.156 -0.398 0.240
H -1.7725 0.2206 -1.7856 -0.392 0.305 -0.353 0.247
H -1.0281 1.3390 1.8831 1.927 2.983 2.264 0.226
H 0.8658 -0.4446 1.6177 -1.202 0.597 0.325 0.440
H -1.7815 -0.1643 2.0582 -0.049 -1.169 1.215 0.231

=====

# 3
17
Properties=species:S:1:pos:R:3:forces:R:3:nbo_charge:R:1 method="wB97M-V/def2-TZVPD" lumo_energy_ev=0.11 orbital_gap_ha=0.3365 smiles="NC1=NS(=O)(=O)Nc2nc[nH]c21"
S 0.2491 1.3427 1.8682 2.537 -3.498 -0.083 2.354
O 0.7321 0.2835 2.7448 -0.173 0.738 -1.356 -0.938
O 0.1896 2.6072 2.4329 -0.436 2.820 0.403 -0.903
N -1.2595 0.8573 1.3495 0.514 -0.227 -2.043 -0.826
N -0.3804 -1.4232 -1.2261 -1.398 -1.707 -1.912 -0.488
N -2.0736 -1.0561 0.1458 -1.814 -1.215 0.094 -0.471
N 1.2826 1.3932 0.3860 -2.108 0.929 3.721 -0.641
N 1.9487 0.5638 -1.5967 -0.733 -3.217 0.135 -0.826
C -0.0626 -0.3657 -0.4822 -0.411 1.899 2.107 -0.082
C 1.0555 0.4951 -0.4767 1.701 0.941 -2.084 0.425
C -1.1447 -0.1429 0.3935 1.738 -0.558 -1.671 0.346
C -1.6458 -1.8182 -0.8388 2.066 1.224 0.071 0.205
H -1.8985 0.5127 2.0255 -0.529 0.268 1.366 0.432
H -0.0424 -1.6373 -2.1739 0.130 0.183 0.980 0.433
H -2.0327 -2.6634 -1.3504 -0.947 -0.400 0.121 0.207
H 2.5337 -0.2986 -1.5828 -0.574 0.884 -0.395 0.376
H 2.5488 1.3499 -1.6186 0.437 0.937 0.543 0.396

=====

# 4
11
Properties=species:S:1:pos:R:3:forces:R:3:nbo_charge:R:1 method="wB97M-V/def2-TZVPD" lumo_energy_ev=1.00 orbital_gap_ha=0.3729 smiles=Cc1cnco1
O 0.7501 -0.9316 -0.3638 -0.022 0.028 0.012 -0.415
N 1.8230 0.9353 0.1896 -0.008 -0.338 -0.115 -0.452
C -0.1992 -0.0170 0.0067 -0.056 0.208 0.074 0.245
C -1.6246 -0.4357 -0.0355 -0.030 0.017 0.001 -0.653
C 0.4548 1.1185 0.3427 -0.249 0.028 0.035 -0.133
C 1.9233 -0.2796 -0.2242 0.224 0.139 0.032 0.312
H -1.9235 -0.7283 -1.0476 0.063 0.039 0.134 0.229
H 2.8197 -0.8311 -0.4689 -0.111 0.066 0.028 0.192
H 0.0446 2.0583 0.6872 0.034 -0.180 -0.067 0.215
H -1.8097 -1.2847 0.6309 0.047 0.112 -0.089 0.229
H -2.2585 0.3959 0.2829 0.109 -0.118 -0.045 0.232

=====

# 5
11
Properties=species:S:1:pos:R:3:forces:R:3:nbo_charge:R:1 method="wB97M-V/def2-TZVPD" lumo_energy_ev="0.05 / 0.05" orbital_gap_ha="0.2939 / 0.2939"
O -2.2293 1.3250 0.8468 0.161 -0.426 -0.046 -0.567
N 0.4303 -0.2902 -0.0030 0.294 0.367 -0.051 -0.207
C -0.9895 -0.4951 -0.4488 -0.140 -0.105 -0.180 -0.294
C -1.2716 0.6187 0.6360 -0.348 0.100 0.137 0.501
C 0.0782 0.4712 1.0710 -0.022 0.235 0.067 -0.246
C 1.5919 -0.2714 -0.6007 0.033 -0.079 0.050 -0.227
H -1.1293 -0.2477 -1.5048 -0.024 0.009 0.149 0.209
H 2.1839 0.6069 -0.3794 0.441 -0.448 0.356 0.195
H 0.7802 0.7997 1.8254 -0.200 0.246 -0.127 0.215
H -1.4134 -1.4687 -0.1978 0.299 0.066 -0.004 0.222
H 1.9686 -1.0484 -1.2447 -0.493 0.035 -0.351 0.200

=====

# 6
11
Properties=species:S:1:pos:R:3:forces:R:3:nbo_charge:R:1 method="wB97M-V/def2-TZVPD" lumo_energy_ev=1.02 orbital_gap_ha=0.3208 smiles=Nc1ccco1
O 0.0989 -1.1455 -0.4822 0.732 1.914 1.090 -0.522
N 2.0271 -0.0268 0.0008 0.560 0.037 -0.775 -0.823
C -0.2660 1.1717 -0.2503 0.192 -0.491 0.335 -0.384
C -1.4124 0.3530 0.1178 -0.973 0.058 -0.138 -0.329
C 0.7233 0.2638 -0.2519 -0.812 -2.140 -1.025 0.485
C -1.1717 -0.9465 -0.0997 -0.655 0.563 0.367 0.098
H -1.8653 -1.7622 0.0466 0.366 -0.184 -0.216 0.201
H -0.3446 2.2047 -0.5937 0.609 -0.267 0.911 0.252
H -2.2103 0.7020 0.7383 -0.756 0.342 -0.459 0.220
H 2.4438 0.2167 0.8933 -0.470 0.302 -0.225 0.396
H 1.9770 -1.0309 -0.1189 1.208 -0.136 0.135 0.406